Entry 1:
{
  "formula": "C30H35Cl2CrN2O4Sb2",
  "method": "ωB97M-V/def2-TZVPD",
  "symbols": ["Cr", "O", "C", "C", "C", "C", "C", "C", "C", "N", "C", "C", "N", "C", "C", "C", "C", "C", "C", "C", "O", "H", "H", "H", "H", "H", "H", "H", "H", "H", "H", "H", "H", "H", "H", "C", "Sb", "C", "C", "C", "C", "C", "C", "C", "C", "C", "Sb", "C", "C", "H", "H", "H", "H", "H", "H", "H", "H", "H", "H", "H", "H", "H", "H", "H", "H", "H", "H", "H", "H", "Cl", "C", "Cl", "C", "O", "O", "H"],
  "xyz": [[1.382, -0.974, 0.572], [-0.146, -1.396, 1.627], [-0.341, -2.431, 2.390], [-1.650, -2.710, 2.841], [-1.911, -3.785, 3.654], [-0.889, -4.649, 4.072], [0.391, -4.395, 3.654], [0.694, -3.301, 2.821], [2.068, -3.123, 2.452], [2.541, -2.200, 1.698], [3.962, -2.204, 1.350], [4.087, -1.776, -0.114], [3.241, -0.596, -0.218], [3.752, 0.559, -0.412], [3.072, 1.793, -0.100], [3.540, 3.002, -0.644], [3.027, 4.210, -0.243], [2.066, 4.226, 0.780], [1.618, 3.064, 1.358], [2.076, 1.801, 0.915], [1.604, 0.723, 1.474], [-2.443, -2.051, 2.516], [-2.930, -3.969, 3.973], [-1.108, -5.495, 4.709], [1.202, -5.046, 3.962], [2.764, -3.862, 2.854], [4.404, -3.189, 1.515], [4.480, -1.473, 1.977], [3.714, -2.556, -0.776], [5.126, -1.555, -0.370], [4.788, 0.626, -0.754], [4.318, 2.964, -1.399], [3.375, 5.133, -0.683], [1.675, 5.175, 1.128], [0.893, 3.072, 2.162], [-4.395, 1.756, 2.400], [-2.340, 1.269, 1.944], [-2.917, -0.117, 0.407], [-2.038, 3.032, 0.664], [-2.671, 2.945, -0.682], [-4.045, 3.179, -0.801], [-4.714, 3.037, -2.002], [-4.006, 2.663, -3.138], [-2.641, 2.468, -3.044], [-1.950, 2.605, -1.836], [-0.460, 2.437, -1.853], [0.296, 0.408, -1.695], [1.774, 0.709, -3.201], [-1.151, -0.617, -2.871], [-5.016, 1.704, 1.507], [-4.461, 2.756, 2.830], [-4.773, 1.043, 3.133], [-3.342, 0.412, -0.447], [-3.684, -0.769, 0.826], [-2.069, -0.733, 0.111], [-0.966, 3.201, 0.616], [-2.475, 3.842, 1.250], [-4.594, 3.485, 0.081], [-5.779, 3.224, -2.054], [-4.508, 2.550, -4.089], [-2.078, 2.216, -3.937], [0.046, 3.022, -1.087], [-0.077, 2.766, -2.820], [1.261, 0.813, -4.157], [2.432, -0.154, -3.234], [2.330, 1.621, -2.990], [-1.206, -0.154, -3.855], [-2.128, -0.575, -2.394], [-0.832, -1.652, -2.977], [-0.392, -5.157, -1.269], [1.189, -4.569, -1.791], [2.503, -5.358, -0.873], [1.332, -3.051, -1.600], [1.750, -2.393, -2.543], [1.024, -2.643, -0.437], [1.327, -4.829, -2.833]],
  "forces_ev_per_angstrom": [[0.061, 0.108, -0.012], [-0.076, 0.019, 0.027], [0.012, 0.004, -0.028], [-0.015, -0.002, 0.013], [0.008, 0.005, -0.010], [-0.007, -0.002, 0.004], [0.010, -0.001, -0.007], [0.002, 0.001, 0.014], [-0.020, -0.002, -0.005], [0.048, -0.019, 0.025], [-0.005, -0.003, -0.001], [-0.006, 0.002, 0.006], [0.022, -0.057, 0.003], [-0.007, 0.015, 0.007], [-0.026, 0.000, 0.001], [-0.005, 0.009, 0.005], [0.013, 0.009, -0.008], [-0.011, -0.018, 0.007], [0.005, 0.018, 0.004], [0.030, -0.020, 0.028], [-0.020, -0.012, -0.034], [-0.003, 0.011, -0.008], [0.000, -0.002, 0.001], [0.002, -0.001, 0.000], [-0.002, -0.001, 0.002], [0.004, 0.002, -0.001], [-0.004, -0.001, 0.004], [0.001, 0.003, -0.004], [-0.004, -0.005, -0.003], [0.000, 0.006, -0.003], [0.000, 0.006, -0.006], [-0.002, 0.003, -0.002], [0.002, -0.003, -0.004], [0.001, -0.001, 0.002], [-0.005, 0.000, 0.001], [0.017, 0.004, -0.005], [-0.019, 0.027, 0.010], [0.016, -0.016, 0.018], [0.000, -0.030, 0.022], [-0.025, 0.011, 0.009], [0.007, 0.006, 0.024], [0.020, -0.016, -0.052], [-0.036, 0.020, 0.047], [0.043, 0.001, -0.004], [0.015, 0.028, -0.039], [-0.089, -0.054, 0.045], [0.004, -0.096, -0.056], [-0.026, -0.012, -0.030], [0.005, 0.048, -0.021], [0.002, 0.004, -0.013], [0.005, -0.006, 0.003], [0.005, -0.003, -0.001], [0.009, 0.009, -0.005], [0.001, -0.010, 0.006], [-0.005, -0.003, -0.013], [0.005, 0.015, -0.003], [0.000, 0.003, -0.004], [-0.006, -0.009, 0.016], [-0.001, -0.001, -0.004], [-0.003, -0.003, -0.001], [0.000, 0.003, 0.004], [-0.005, -0.009, -0.005], [0.036, -0.022, 0.000], [0.019, 0.010, -0.010], [0.021, -0.001, -0.003], [-0.001, -0.003, 0.021], [-0.011, -0.013, 0.009], [0.011, 0.003, 0.005], [0.002, -0.005, 0.015], [0.015, 0.012, -0.011], [-0.002, 0.013, 0.012], [0.003, -0.006, 0.004], [-0.010, 0.023, -0.007], [0.004, 0.027, -0.025], [-0.023, -0.016, 0.026], [-0.004, -0.002, -0.001]],
  "e_lumo_ev": [-0.03, -0.23],
  "mol_weight_da": 854.04,
  "gap_ha": [0.28307, 0.27648],
  "multiplicity": 4,
  "s_squared": 3.777
}

***

Entry 2:
{
  "formula": "C30H35N4OPd",
  "method": "ωB97M-V/def2-TZVPD",
  "symbols": ["Pd", "C", "N", "C", "C", "C", "C", "C", "C", "N", "C", "C", "C", "C", "C", "C", "N", "C", "C", "C", "C", "C", "N", "H", "H", "H", "H", "H", "H", "H", "H", "H", "H", "H", "H", "H", "H", "H", "H", "H", "H", "C", "C", "C", "C", "C", "C", "C", "C", "C", "C", "C", "C", "O", "H", "H", "H", "H", "H", "H", "H", "H", "H", "H", "H", "H", "H", "H", "H", "H", "H"],
  "xyz": [[0.137, 0.440, 0.192], [1.025, -0.590, -2.590], [1.514, 0.453, -1.645], [2.868, 0.090, -1.143], [3.168, 0.787, 0.150], [4.444, 1.082, 0.590], [4.598, 1.691, 1.828], [3.476, 2.008, 2.583], [2.228, 1.680, 2.092], [2.105, 1.075, 0.906], [1.479, 1.818, -2.244], [0.559, 2.805, -1.575], [0.388, 4.067, -2.116], [-0.380, 4.999, -1.436], [-0.950, 4.652, -0.218], [-0.770, 3.371, 0.254], [-0.044, 2.468, -0.425], [-0.456, -0.774, -2.459], [-1.315, -1.076, -3.492], [-2.639, -1.393, -3.195], [-3.057, -1.430, -1.873], [-2.154, -1.096, -0.879], [-0.898, -0.755, -1.187], [1.493, -1.536, -2.312], [1.327, -0.371, -3.615], [3.620, 0.322, -1.902], [2.897, -0.989, -0.978], [5.300, 0.841, -0.027], [5.588, 1.927, 2.197], [3.559, 2.498, 3.542], [1.316, 1.895, 2.634], [1.197, 1.736, -3.294], [2.492, 2.227, -2.226], [0.863, 4.319, -3.055], [-0.524, 5.990, -1.848], [-1.529, 5.360, 0.357], [-1.204, 3.042, 1.185], [-0.954, -1.086, -4.512], [-3.334, -1.622, -3.992], [-4.065, -1.712, -1.603], [-2.423, -1.108, 0.171], [0.636, -2.480, 1.427], [0.441, -2.358, 2.940], [1.630, -1.678, 3.623], [-0.879, -1.741, 3.363], [-1.679, -2.443, 4.222], [-2.909, -1.926, 4.655], [-3.362, -0.678, 4.202], [-2.617, 0.088, 3.344], [-3.122, 1.457, 2.960], [-2.269, 2.557, 3.604], [-3.323, 1.610, 1.447], [-1.323, -0.423, 2.923], [-0.535, 0.273, 2.175], [1.555, -3.027, 1.214], [0.747, -1.492, 0.951], [-0.187, -3.008, 0.944], [0.399, -3.385, 3.309], [1.740, -0.649, 3.285], [2.550, -2.219, 3.400], [1.506, -1.666, 4.706], [-1.364, -3.418, 4.573], [-3.520, -2.498, 5.341], [-4.322, -0.311, 4.544], [-4.118, 1.538, 3.398], [-1.228, 2.507, 3.283], [-2.274, 2.464, 4.689], [-2.672, 3.540, 3.357], [-2.420, 1.364, 0.882], [-3.605, 2.635, 1.200], [-4.124, 0.959, 1.094]],
  "forces_ev_per_angstrom": [[0.426, 0.615, 0.300], [-0.023, 0.093, 0.029], [0.035, -0.211, -0.118], [-0.020, 0.023, -0.087], [-0.028, 0.073, -0.018], [-0.001, 0.066, -0.031], [0.008, 0.005, -0.007], [-0.018, 0.024, 0.010], [0.008, 0.027, -0.007], [0.175, -0.393, 0.032], [-0.027, -0.052, -0.050], [0.011, 0.007, 0.088], [0.034, -0.005, 0.016], [-0.006, 0.008, -0.027], [-0.004, 0.013, 0.040], [0.060, 0.067, -0.065], [-0.129, 0.040, -0.213], [-0.007, -0.063, 0.139], [-0.041, -0.083, -0.016], [0.037, 0.016, -0.002], [0.002, -0.006, 0.051], [-0.005, -0.002, -0.049], [-0.043, -0.072, -0.389], [-0.022, -0.028, -0.042], [-0.014, 0.050, 0.008], [0.026, -0.014, 0.024], [-0.033, 0.007, 0.024], [0.001, 0.005, 0.001], [-0.002, -0.001, 0.001], [0.009, 0.004, -0.003], [0.001, -0.053, 0.027], [0.022, 0.003, -0.009], [-0.015, 0.034, 0.010], [0.005, 0.004, 0.002], [0.014, 0.003, 0.010], [-0.014, -0.007, -0.010], [0.013, 0.015, 0.050], [-0.011, 0.011, -0.005], [0.012, -0.026, 0.000], [-0.008, 0.006, -0.021], [-0.021, 0.054, 0.008], [-0.044, -0.130, 0.119], [-0.020, 0.088, -0.049], [0.008, 0.002, -0.007], [-0.069, -0.171, 0.048], [0.027, 0.024, -0.087], [-0.037, -0.035, 0.032], [-0.009, 0.020, -0.109], [-0.048, 0.077, 0.260], [-0.043, 0.003, -0.104], [0.019, 0.013, -0.086], [0.000, -0.067, 0.012], [0.397, -0.196, -0.141], [-0.717, 0.069, 0.348], [0.007, 0.000, 0.001], [0.112, -0.040, 0.012], [-0.029, 0.049, -0.013], [0.039, -0.010, 0.000], [0.016, 0.069, -0.013], [-0.005, 0.004, -0.002], [0.001, -0.008, -0.008], [-0.010, -0.001, 0.013], [0.002, -0.002, 0.006], [0.013, 0.000, 0.017], [0.017, 0.017, 0.036], [0.056, 0.018, -0.032], [-0.028, -0.003, 0.008], [0.014, -0.014, 0.002], [-0.055, -0.015, 0.004], [-0.029, -0.010, 0.007], [0.007, -0.008, 0.025]],
  "e_lumo_ev": [-8.58, -12.75],
  "mol_weight_da": 574.06,
  "gap_ha": [0.30491, 0.17156],
  "multiplicity": 5,
  "s_squared": 6.034,
  "charge": 3
}

***

For each record above, in turn, the calculated energy above the lowest of the compared OMol25 structures with the same formula, charge and spin values are 0.5 134.0 kJ/mol.
For each record above, in turn, the calculated F_max values are 0.1 0.8 eV/Å.
For each record above, in turn, the calculated DFT total energy values are -109392.4548 -43137.4550 eV.